Here is a structure of composition C2H5BrOS at a distorted geometry from the Open Molecules 2025 dataset. Energies are from ωB97M-V/def2-TZVPD.

Results
Total energy ... -85078.691 eV
LUMO level ... -1.6 eV
Kohn-Sham gap ... 0.2465 Eh
Energy relative to the best compared isomer or geometry (same formula, charge and spin) ... 30.2 kcal/mol

```
10
C2H5BrOS ωB97M-V/def2-TZVPD
O -0.773 -0.939 1.552
H -1.480 -0.223 1.572
H -0.327 1.027 0.104
H 0.160 -1.890 -1.657
H 0.022 0.165 -1.456
H 1.290 0.331 -0.300
S -0.161 -2.437 -0.572
C 0.181 0.291 -0.357
Br -3.123 0.256 0.554
C -0.220 -0.995 0.332
```